(1)
54
Properties=species:S:1:pos:R:3 method="wB97M-V/def2-TZVPD" gap_ev=8.731 total_charge=+1 de_lowest_ev=0.000
O -0.311 0.457 -0.783
O -5.855 1.723 2.261
O -3.004 -2.254 0.886
F 1.625 5.044 -1.993
O 3.677 -0.062 -1.902
C 0.763 0.283 -1.336
C -5.108 0.779 2.080
C -3.124 -1.090 0.511
C -0.541 -2.384 3.177
C -0.804 -1.186 2.571
C 1.143 -1.914 1.812
C 1.218 2.716 -1.679
C 3.440 3.511 -2.206
C 2.089 3.775 -1.961
C 3.038 1.146 -1.894
C 1.678 1.383 -1.641
C 3.901 2.191 -2.164
N 1.095 -1.036 -1.443
N 0.682 -2.823 2.698
N -3.645 -0.761 -0.677
N -3.844 1.015 1.711
N 0.247 -0.910 1.716
C -5.634 -0.631 2.271
C -4.131 -1.711 -1.678
C 5.880 -0.354 -0.963
C 5.277 1.673 -2.373
C 5.077 0.162 -2.157
C -2.050 -0.347 2.758
C -2.739 0.075 1.443
H -1.194 -2.897 3.875
H 2.049 -2.004 1.219
H 0.172 2.947 -1.495
H 4.118 4.330 -2.425
H 1.926 -1.220 -2.007
H 0.303 -1.668 -1.526
H 1.127 -3.704 2.941
H -3.731 0.222 -0.886
H -3.644 2.001 1.629
H 0.246 -0.167 1.015
H -6.609 -0.574 2.754
H -5.755 -1.113 1.304
H -4.965 -1.211 2.899
H -3.828 -1.392 -2.677
H -5.221 -1.763 -1.639
H -3.727 -2.709 -1.489
H 5.602 0.184 -0.051
H 6.951 -0.217 -1.139
H 5.688 -1.421 -0.815
H 5.632 1.884 -3.387
H 5.980 2.109 -1.656
H 5.380 -0.379 -3.060
H -1.776 0.549 3.319
H -2.756 -0.910 3.369
H -2.009 0.652 0.884

---

(2)
55
Properties=species:S:1:pos:R:3 method="wB97M-V/def2-TZVPD" gap_ev="6.576 / 6.559" total_charge=+2 spin_multiplicity=2 de_lowest_ev=0.740
Fe 0.143 0.111 0.332
N 2.487 3.549 0.084
C 1.269 3.038 -0.102
N 1.291 1.779 0.292
C 2.579 1.577 0.699
N 3.334 2.635 0.587
C 2.932 0.229 1.129
C 4.198 -0.196 1.506
N 4.438 -1.468 1.793
C 3.435 -2.328 1.683
C 2.157 -1.919 1.317
N 1.907 -0.637 1.068
H 2.818 4.481 -0.121
H 0.431 3.579 -0.510
H 5.020 0.506 1.564
H 3.642 -3.370 1.889
H 1.340 -2.620 1.218
C 0.095 2.236 3.193
P -0.347 0.584 2.596
C 0.512 -0.544 3.730
C -2.105 0.280 3.019
C -2.518 -0.988 2.250
P -2.030 -0.690 0.513
C -2.294 -2.193 -0.450
C -3.278 0.502 -0.032
H -0.146 2.333 4.254
H -0.459 2.994 2.641
H 1.165 2.405 3.070
H 0.124 -0.387 4.738
H 1.583 -0.346 3.737
H 0.346 -1.584 3.452
H -2.709 1.140 2.726
H -2.212 0.155 4.097
H -3.591 -1.176 2.313
H -2.002 -1.871 2.633
H -3.319 -2.544 -0.313
H -1.600 -2.969 -0.132
H -2.139 -1.989 -1.509
H -4.266 0.081 0.159
H -3.164 0.705 -1.093
H -3.181 1.438 0.516
I -0.821 -0.943 -8.192
C -0.605 -0.688 -6.142
C 0.146 -1.603 -5.408
C 0.289 -1.434 -4.045
C -0.321 -0.349 -3.412
C -1.073 0.567 -4.153
C -1.215 0.398 -5.515
C -0.180 -0.183 -1.976
O 0.492 -0.990 -1.239
O -0.753 0.772 -1.327
H 0.617 -2.440 -5.906
H 0.873 -2.137 -3.467
H -1.540 1.408 -3.658
H -1.794 1.103 -6.095

---

(3)
51
Properties=species:S:1:pos:R:3 method="wB97M-V/def2-TZVPD" gap_ev=8.351 smiles="CCN(CC)C(=S)SCCCc1c(C[C@@H](C)I)ccc2c1C(=O)NC2=O"
C 4.982 -0.495 0.799
C 3.639 -0.586 1.523
N 2.621 -1.175 0.627
C 2.002 -0.143 -0.248
C 1.934 -0.575 -1.719
C 1.582 -1.845 1.329
S 0.956 -3.231 0.778
S 1.016 -1.009 2.782
C -0.723 -1.503 2.853
C -1.523 -1.060 1.637
C -1.747 0.462 1.613
C -1.641 1.127 0.259
C -2.344 0.721 -0.884
C -3.352 -0.405 -0.877
C -3.052 -1.509 -1.897
C -2.004 -2.517 -1.462
I -4.889 -2.559 -2.316
C -2.174 1.405 -2.101
C -1.326 2.484 -2.242
C -0.628 2.877 -1.114
C -0.797 2.227 0.100
C 0.071 2.931 1.096
O 0.058 2.865 2.290
N 0.928 3.863 0.377
C 0.355 3.972 -0.948
O 0.608 4.848 -1.720
H 4.991 0.343 0.102
H 5.790 -0.382 1.519
H 5.128 -1.412 0.231
H 3.337 0.408 1.871
H 3.758 -1.228 2.396
H 0.993 0.095 0.100
H 2.583 0.774 -0.141
H 0.965 -0.333 -2.158
H 2.729 -0.110 -2.300
H 2.080 -1.653 -1.768
H -0.766 -2.587 2.954
H -1.128 -1.081 3.774
H -2.477 -1.592 1.680
H -1.037 -1.394 0.725
H -2.678 0.740 2.114
H -0.958 0.900 2.222
H -3.489 -0.835 0.112
H -4.312 0.039 -1.150
H -2.764 -1.070 -2.848
H -1.811 -3.224 -2.268
H -1.056 -2.016 -1.248
H -2.344 -3.085 -0.598
H -2.737 1.085 -2.970
H -1.200 3.003 -3.182
H 1.852 3.444 0.296

---

(4)
51
Properties=species:S:1:pos:R:3 method="wB97M-V/def2-TZVPD" gap_ev=5.405
C 5.081 1.702 0.547
C 4.445 0.450 -0.030
C 4.536 0.391 -1.545
C 5.083 -0.784 0.575
O 3.006 0.399 0.385
C 2.312 1.469 -0.113
N 0.944 1.391 0.306
N 0.259 2.307 -0.339
C -1.115 2.269 0.095
O -1.442 1.947 1.212
O -1.930 2.706 -0.908
C -3.371 2.604 -0.521
C -3.637 3.560 0.629
C -3.702 1.159 -0.182
C -4.149 3.029 -1.752
O 2.758 2.365 -0.784
H 4.967 1.726 1.641
H 6.150 1.748 0.309
H 4.602 2.603 0.148
H 4.043 -0.515 -1.928
H 4.037 1.254 -2.000
H 5.581 0.384 -1.876
H 4.610 -1.701 0.195
H 6.157 -0.830 0.336
H 4.977 -0.788 1.669
H -3.364 4.588 0.346
H -4.693 3.548 0.919
H -3.035 3.290 1.504
H -3.445 0.499 -1.024
H -3.128 0.817 0.688
H -4.768 1.039 0.041
H -3.916 2.378 -2.606
H -5.234 2.976 -1.572
H -3.902 4.058 -2.044
C 0.242 -3.895 -0.848
Li -0.707 -4.033 1.217
C 1.212 -3.084 -0.191
C 0.563 -2.073 0.542
C -0.872 -2.239 0.455
C -1.116 -3.397 -0.530
C -2.258 -4.216 -0.311
C -3.160 -3.951 0.740
C -2.931 -2.902 1.638
C -1.793 -2.079 1.517
H 0.365 -4.090 -1.912
H 2.298 -3.099 -0.354
H 1.064 -1.220 1.029
H -2.366 -5.120 -0.928
H -4.053 -4.584 0.859
H -3.642 -2.728 2.461
H -1.560 -1.330 2.295

---

(5)
51
Properties=species:S:1:pos:R:3 method="wB97M-V/def2-TZVPD" gap_ev=8.966 total_charge=+1 smiles="COc1ccc(C[NH+]2CCN(S(=O)(=O)c3ccccc3)CC2)c(OC)c1"
C -5.737 -2.836 0.526
H -4.928 -3.264 1.125
H -5.619 -3.131 -0.521
H -6.691 -3.204 0.897
O -5.795 -1.432 0.663
C -4.756 -0.681 0.265
C -4.909 0.702 0.413
C -3.898 1.554 0.034
C -2.714 1.066 -0.505
C -2.555 -0.321 -0.647
C -3.568 -1.187 -0.263
H -3.434 -2.249 -0.376
O -1.353 -0.716 -1.161
C -1.111 -2.090 -1.395
H -0.121 -2.127 -1.844
H -1.100 -2.653 -0.459
H -1.849 -2.508 -2.084
C -1.609 1.980 -0.952
H -1.864 3.020 -0.734
H -1.439 1.868 -2.027
N -0.329 1.643 -0.271
C -0.432 1.758 1.196
H -1.359 1.286 1.525
H -0.473 2.822 1.442
C 0.788 1.082 1.852
N 1.893 0.987 0.926
S 2.023 -0.476 0.051
O 1.526 -0.220 -1.282
O 1.344 -1.469 0.822
C 3.779 -0.734 0.028
C 4.484 -0.557 -1.147
C 5.857 -0.750 -1.137
C 6.494 -1.114 0.039
C 5.770 -1.290 1.210
C 4.399 -1.098 1.208
H 3.803 -1.238 2.096
H 6.272 -1.579 2.120
H 7.562 -1.267 0.043
H 6.424 -0.622 -2.045
H 3.954 -0.288 -2.047
C 2.061 2.163 0.113
H 2.934 2.005 -0.521
H 2.266 3.007 0.777
C 0.811 2.443 -0.761
H 1.001 2.159 -1.796
H 0.541 3.501 -0.717
H 0.557 0.060 2.156
H 1.104 1.647 2.734
H -0.140 0.650 -0.537
H -4.030 2.620 0.143
H -5.833 1.075 0.822

---

(6)
58
Properties=species:S:1:pos:R:3 method="wB97M-V/def2-TZVPD" gap_ev=8.598 total_charge=+1
Pb -0.953 0.283 -1.526
O -0.171 1.297 0.227
C -0.242 2.623 0.454
C 0.888 3.276 0.952
C 0.870 4.630 1.225
C -0.279 5.380 0.999
C -1.401 4.750 0.504
C -1.408 3.377 0.236
C -2.639 2.759 -0.256
N -2.754 1.712 -1.063
C -4.101 1.505 -1.288
C -4.806 2.442 -0.613
N -3.872 3.221 0.031
H 1.781 2.691 1.122
H 1.761 5.108 1.609
H -0.292 6.442 1.195
H -2.287 5.338 0.293
H -4.461 0.702 -1.906
H -5.863 2.621 -0.530
H -4.067 3.979 0.663
C -0.721 -2.583 3.329
C -0.616 -1.788 2.028
O -0.309 -0.459 2.366
P -2.202 -1.893 1.113
O -3.355 -1.334 2.025
O -2.557 -3.405 0.916
O -2.115 -1.106 -0.156
P 0.613 -2.572 0.909
O 1.850 -2.958 1.825
O 0.003 -3.711 0.188
O 1.117 -1.388 0.010
H -1.517 -2.163 3.943
H 0.218 -2.484 3.871
H -0.918 -3.640 3.149
H -0.225 0.120 1.578
H -3.866 -2.004 2.498
H -1.774 -3.868 0.522
H 2.220 -3.829 1.625
C 2.581 0.418 -1.595
Si 2.730 -0.800 -0.202
C 3.263 -0.025 1.392
C 3.744 -2.283 -0.665
C 5.011 -2.490 -0.115
C 5.767 -3.600 -0.464
C 5.261 -4.526 -1.366
C 4.001 -4.340 -1.920
C 3.252 -3.225 -1.574
H 3.581 0.761 -1.872
H 1.999 1.297 -1.308
H 2.148 -0.039 -2.488
H 4.143 0.607 1.248
H 3.503 -0.783 2.138
H 2.461 0.595 1.793
H 5.417 -1.781 0.598
H 6.747 -3.745 -0.031
H 5.848 -5.393 -1.637
H 3.604 -5.063 -2.621
H 2.266 -3.101 -2.010

---

(7)
47
Properties=species:S:1:pos:R:3 method="wB97M-V/def2-TZVPD" gap_ev="6.954 / 6.824" total_charge=+1 spin_multiplicity=4 de_lowest_ev=0.683
C -0.054 0.135 -2.533
C 0.462 1.502 -2.306
C 0.728 -0.822 -3.329
C -1.521 -0.011 -2.430
H 0.336 -0.836 -4.356
H 0.687 -1.858 -2.968
H 1.785 -0.546 -3.364
H 0.302 2.102 -3.220
H 1.534 1.539 -2.078
H -0.064 2.003 -1.481
H -1.996 0.576 -3.232
H -1.906 0.385 -1.480
H -1.860 -1.046 -2.523
C 2.492 -1.501 1.161
C 2.639 -1.690 -0.279
C 2.844 -0.384 -0.863
H 2.848 -2.626 -0.790
C 2.673 0.586 0.145
C 2.326 -0.094 1.380
H 2.182 0.366 2.357
H 2.642 -2.243 1.933
H 3.170 -0.228 -1.886
H 2.849 1.654 0.040
C -0.935 -2.238 1.385
C 0.239 -3.049 1.372
C 0.544 -3.373 -0.002
H 0.786 -3.385 2.242
C -0.485 -2.827 -0.823
C -1.415 -2.145 0.027
H -2.343 -1.691 -0.306
H -1.379 -1.776 2.259
H 1.360 -3.974 -0.380
H -0.573 -2.988 -1.889
Tc 0.624 -1.250 0.298
N -2.599 3.848 3.313
C -1.985 2.933 2.528
C -0.634 3.077 2.157
C -0.017 2.076 1.424
N -0.653 0.938 1.041
C -1.987 0.858 1.298
C -2.667 1.800 2.054
H -2.125 4.665 3.667
H -3.565 3.756 3.594
H -0.049 3.934 2.487
H 1.027 2.219 1.143
H -2.551 0.001 0.921
H -3.719 1.632 2.293

---

(8)
48
Properties=species:S:1:pos:R:3 method="wB97M-V/def2-TZVPD" gap_ev=8.466 smiles=CCCCCc1nc(N)c(C#N)c(-c2ccco2)c1CCCC de_lowest_ev=1.257
C -5.777 -0.664 1.751
C -4.280 -0.935 1.842
C -3.583 -0.723 0.501
C -2.082 -0.983 0.587
H -1.639 -0.318 1.332
H -1.905 -2.009 0.915
C -1.397 -0.772 -0.770
C 0.082 -1.008 -0.650
N 0.437 -2.246 -0.970
C 1.696 -2.635 -0.842
N 2.001 -3.881 -1.274
H 1.243 -4.478 -1.549
H 2.905 -4.275 -1.081
C 2.678 -1.777 -0.293
C 3.984 -2.276 -0.172
N 5.017 -2.779 -0.135
C 2.307 -0.467 0.055
C 0.986 -0.049 -0.174
C 0.577 1.372 0.097
H 1.078 1.721 1.002
H -0.495 1.435 0.274
C 0.964 2.312 -1.058
C 0.099 2.162 -2.310
C -1.265 2.831 -2.169
H -1.814 2.446 -1.312
H -1.866 2.662 -3.060
H -1.146 3.904 -2.035
H 0.621 2.624 -3.151
H -0.021 1.103 -2.546
H 2.004 2.124 -1.325
H 0.897 3.343 -0.704
C 3.317 0.350 0.717
C 4.276 -0.040 1.622
C 4.987 1.126 1.978
C 4.419 2.139 1.268
O 3.410 1.684 0.515
H 4.635 3.188 1.212
H 5.805 1.196 2.664
H 4.440 -1.027 2.002
H -1.791 -1.500 -1.479
H -1.618 0.226 -1.139
H -3.755 0.304 0.166
H -4.023 -1.390 -0.244
H -3.836 -0.271 2.589
H -4.116 -1.962 2.175
H -6.241 -1.329 1.026
H -6.255 -0.821 2.715
H -5.961 0.362 1.440

---

Values of E, in order: -38462.805 -92707.551 -56955.069 -31480.860 -42107.403 -71176.769 -25278.100 -26626.827, all in eV.
Values of max |F|, in order: 2.36 0.45 1.15 4.67 1.19 0.10 1.56 1.11, all in eV/Å.